Density functional theory data (wB97M-V/def2-TZVPD) for a single C18H15N5O molecule at a distorted geometry.

XYZ file:
```
39
C18H15N5O | the Open Molecules 2025 dataset | wB97M-V/def2-TZVPD
O 1.36 -1.59 3.36
C 0.91 -0.28 3.00
C 1.02 0.24 1.67
C 1.47 -0.69 0.65
N 2.18 -1.81 0.63
N 2.35 -2.21 -0.64
C 1.60 -1.51 -1.44
C 1.54 -1.72 -2.93
C 0.16 -2.35 -3.33
C -0.85 -1.24 -3.67
C -1.69 -0.68 -2.70
C -2.67 0.37 -3.04
C -2.55 0.97 -4.28
C -1.67 0.40 -5.25
C -0.83 -0.67 -4.96
N 0.98 -0.58 -0.69
N 0.71 1.53 1.35
C 0.35 2.30 2.42
C 0.23 1.81 3.70
C -0.07 2.74 4.71
C -0.10 2.36 6.02
C 0.06 0.94 6.31
N 0.33 0.06 5.28
C 0.48 0.53 4.04
H 1.07 -1.62 4.30
H 1.57 -0.72 -3.38
H 2.44 -2.29 -3.36
H 0.14 -3.01 -4.30
H -0.13 -3.03 -2.57
H -1.71 -1.15 -1.73
H -3.38 0.78 -2.33
H -3.21 1.73 -4.56
H -1.71 0.65 -6.31
H -0.22 -1.17 -5.71
H 0.37 0.11 -1.05
H 0.04 3.35 2.18
H -0.31 3.73 4.43
H -0.25 3.07 6.81
H -0.02 0.67 7.34
```

Calculated values
net charge: 0
frontier orbital gap: 7.60 eV
molar mass: 317.35 Da
E: -1043.8928 hartree
LUMO energy: -0.610 eV
HOMO level: -8.2 eV